{
  "formula": "C31H32IN3O3PdS2Te",
  "method": "the ωB97M-V functional and the def2-TZVPD basis",
  "total_charge": 0,
  "lumo_energy_ev": [-1.3, -1.3],
  "mol_weight_g_mol": 919.67,
  "homo_lumo_gap_ev": [6.17, 6.17],
  "symbols": ["Pd", "O", "C", "C", "C", "C", "C", "C", "C", "O", "N", "N", "C", "S", "C", "C", "S", "H", "H", "H", "H", "H", "H", "H", "H", "H", "C", "C", "C", "C", "O", "H", "H", "H", "H", "H", "H", "H", "H", "H", "Te", "C", "C", "C", "C", "C", "C", "C", "C", "C", "C", "C", "C", "H", "H", "H", "H", "H", "H", "H", "H", "H", "H", "I", "C", "C", "C", "C", "N", "C", "H", "H", "H", "H"],
  "xyz": [[0.2903, 0.6641, -0.8164], [-0.3262, -4.0861, -0.3126], [0.5080, -4.2292, 0.7309], [0.5220, -5.4545, 1.3948], [1.3473, -5.6537, 2.4791], [2.1889, -4.6367, 2.9125], [2.2086, -3.4295, 2.2478], [1.3672, -3.2028, 1.1592], [1.3610, -1.8952, 0.4881], [0.4521, -1.6252, -0.3789], [2.3104, -1.0561, 0.8041], [2.2605, 0.1601, 0.2147], [3.3728, 0.6176, -0.2171], [3.5551, 2.2046, -0.9023], [5.3610, 2.2511, -0.5710], [5.9376, 0.8782, -0.8179], [4.8319, -0.3682, -0.0651], [-0.2543, -3.1439, -0.5982], [-0.1476, -6.2242, 1.0430], [1.3285, -6.6024, 2.9956], [2.8154, -4.7855, 3.7775], [2.8586, -2.6310, 2.5706], [5.4877, 2.5538, 0.4680], [5.7978, 2.9929, -1.2348], [6.9071, 0.7580, -0.3367], [6.0215, 0.6545, -1.8820], [-0.4701, 3.7694, 0.4978], [-0.9237, 3.4524, -0.9439], [-0.9633, 4.7763, -1.7412], [-2.3495, 2.8497, -0.9348], [-0.0634, 2.5769, -1.5539], [-1.2274, 4.3473, 1.0196], [0.4577, 4.3345, 0.4634], [-0.2838, 2.8413, 1.0479], [-1.7031, 5.4417, -1.3043], [-1.2352, 4.5719, -2.7736], [0.0084, 5.2641, -1.7296], [-3.0474, 3.4700, -0.3773], [-2.3156, 1.8588, -0.4718], [-2.7020, 2.7409, -1.9592], [-0.8984, 0.1243, 1.6309], [-2.6545, 1.1965, 2.2519], [-3.8555, 1.0217, 1.5727], [-4.9920, 1.7071, 1.9568], [-4.9432, 2.5948, 3.0179], [-3.7500, 2.7779, 3.6937], [-2.6125, 2.0870, 3.3152], [-2.1562, -1.4664, 0.9895], [-2.3421, -1.7224, -0.3597], [-3.0998, -2.8142, -0.7517], [-3.6946, -3.6218, 0.2050], [-3.5482, -3.3280, 1.5506], [-2.7637, -2.2626, 1.9495], [-3.9234, 0.3396, 0.7352], [-5.9114, 1.5449, 1.4156], [-5.8264, 3.1376, 3.3183], [-3.7010, 3.4627, 4.5254], [-1.6930, 2.2319, 3.8625], [-1.8549, -1.0787, -1.0989], [-3.2190, -3.0289, -1.8055], [-4.2733, -4.4836, -0.0950], [-4.0354, -3.9407, 2.2924], [-2.6203, -2.0414, 2.9990], [4.1387, 2.6798, -4.7740], [2.9683, 1.0560, -4.0971], [3.4241, -0.2373, -4.2963], [2.6339, -1.2775, -3.8293], [1.4396, -0.9827, -3.1969], [1.0177, 0.2705, -2.9941], [1.7630, 1.2761, -3.4557], [4.3552, -0.4297, -4.8066], [2.9487, -2.2985, -3.9771], [0.7785, -1.7669, -2.8460], [1.3560, 2.2672, -3.2903]],
  "lowdin_charge": [0.753, 0.055, -0.260, -0.016, -0.086, -0.096, -0.025, -0.083, -0.509, -0.228, -0.008, -0.190, -0.918, 0.898, -0.497, -0.520, 0.925, 0.062, 0.115, 0.101, 0.096, 0.109, 0.077, 0.072, 0.073, 0.066, -0.047, -0.743, -0.031, -0.047, -0.288, 0.081, 0.079, 0.008, 0.082, 0.080, 0.078, 0.082, 0.020, 0.084, 1.558, -0.479, -0.143, -0.075, -0.082, -0.088, -0.143, -0.507, -0.163, -0.077, -0.075, -0.075, -0.126, 0.098, 0.107, 0.103, 0.103, 0.096, 0.089, 0.111, 0.105, 0.104, 0.103, 0.863, -0.705, -0.127, -0.039, -0.121, 0.018, -0.241, 0.099, 0.112, 0.109, 0.089]
}


{
  "formula": "C8H24BKO4",
  "method": "the ωB97M-V functional and the def2-TZVPD basis",
  "total_charge": 0,
  "lumo_energy_ev": -1.5,
  "relative_energy_kcal_mol": 131.3,
  "mol_weight_g_mol": 234.19,
  "homo_lumo_gap_ev": 4.89,
  "symbols": ["K", "B", "H", "H", "H", "H", "C", "O", "C", "C", "O", "C", "H", "H", "H", "H", "H", "H", "H", "H", "H", "H", "C", "O", "C", "C", "O", "C", "H", "H", "H", "H", "H", "H", "H", "H", "H", "H"],
  "xyz": [[0.9462, 1.7666, -1.3160], [-2.3619, 5.8478, -2.2964], [-2.6110, 5.0578, -2.9879], [-1.7510, 5.4384, -1.5068], [-1.7782, 6.4842, -2.9433], [-3.2462, 6.3490, -1.9346], [-3.9648, 0.8061, 1.1321], [-3.3583, -0.0237, 0.1301], [-4.2921, -0.8459, -0.4986], [-3.5149, -2.0940, -0.8415], [-2.2317, -1.7783, -1.5087], [-1.5975, -2.9869, -1.9172], [-4.0495, 0.4538, 2.1601], [-5.0062, 1.0711, 0.9492], [-3.4211, 1.7418, 1.2622], [-4.5924, -0.3999, -1.4468], [-5.0158, -1.1085, 0.2730], [-4.1246, -2.6645, -1.5422], [-3.5408, -2.8610, -0.0674], [-1.2499, -3.6357, -1.1133], [-0.7097, -2.6779, -2.4689], [-2.1980, -3.6338, -2.5567], [1.8933, 0.2547, 3.1341], [2.9372, 0.2623, 2.0983], [3.5870, -1.0018, 2.0982], [4.8935, -1.0163, 1.2220], [4.5367, -0.7453, -0.0695], [5.5819, -0.9013, -1.1139], [1.0629, -0.2483, 2.6387], [1.8278, 1.3075, 3.4089], [2.0583, -0.3731, 4.0097], [2.9316, -1.8340, 1.8412], [4.0080, -1.0168, 3.1034], [5.3328, -2.0060, 1.3469], [5.5134, -0.2023, 1.5980], [5.7940, -1.9546, -1.2974], [6.5198, -0.3710, -0.9487], [5.1910, -0.4599, -2.0306]],
  "nbo_charge": [0.984, -0.839, -0.037, -0.067, -0.025, -0.025, -0.272, -0.541, -0.087, -0.088, -0.534, -0.250, 0.166, 0.180, 0.198, 0.191, 0.186, 0.164, 0.175, 0.166, 0.180, 0.171, -0.267, -0.563, -0.078, -0.067, -0.559, -0.258, 0.177, 0.207, 0.182, 0.170, 0.172, 0.169, 0.169, 0.181, 0.183, 0.188]
}